(1)
The following is a DFT calculation (ωB97M-V with the def2-TZVPD basis set) of the ion C9H16N5 with charge +1.

Calculated values
**Charge**: +1
**Relative energy (zero: lowest compared OMol25 entry of this formula, charge and spin)**: 3.559 eV

```
30
C9H16N5 | the Open Molecules 2025 dataset | ωB97M-V with the def2-TZVPD basis set
C -0.9971 1.9924 1.7661
C -0.8302 1.3224 2.9453
C -0.4019 1.6856 0.6098
C -0.0592 0.1520 2.9190
C 0.5025 2.3194 -1.3624
C 0.9885 0.1988 -0.7058
C -1.3774 -2.2883 -2.8299
C 0.3670 -0.9049 -1.5546
C -1.1981 -1.0880 -1.8424
N -0.1739 2.6094 -0.2766
N 0.2556 0.4393 0.4469
N 0.5672 -0.1346 1.6793
N 0.3164 -0.6528 3.8700
N 2.3518 0.0548 -0.5058
H -1.4417 3.0062 1.7321
H -1.3422 1.5904 3.8858
H 1.0764 3.2001 -1.6603
H 0.3673 1.5731 -2.1850
H -2.5081 -2.4707 -3.1219
H -0.8282 -3.1601 -2.4036
H -0.8798 -1.9514 -3.8235
H 0.8825 -0.7626 -2.4746
H 0.5572 -1.8371 -1.0988
H -1.7726 -1.4212 -0.9327
H -1.5885 -0.2035 -2.3324
H 0.9798 -1.1194 1.5137
H -0.2790 -0.5629 4.6971
H 0.8631 -1.4756 3.6498
H 2.6346 0.4836 0.3408
H 2.9680 -0.5944 -0.9454
```

***

(2)
The following is a DFT calculation (ωB97M-V with the def2-TZVPD basis set) of a cluster of 2 separate species, C9H16NO in total.

Calculated values
**Charge**: +1
**Relative energy (zero: lowest compared OMol25 entry of this formula, charge and spin)**: 5.044 eV

```
27
C9H16NO | the Open Molecules 2025 dataset | ωB97M-V with the def2-TZVPD basis set
C -0.9489 -0.8647 -2.9767
C -0.3713 0.4650 -2.8351
C -1.3198 -1.3732 -1.7709
C -0.3971 0.8710 -1.5132
C -0.9506 -0.3051 -0.8259
C -1.8165 -2.7083 -1.4150
C 0.1694 2.0844 -0.7532
C 2.5343 1.0010 2.7983
C -0.8166 0.1022 1.5246
N 1.7892 -0.0799 2.2205
O -1.2843 -0.5836 0.3778
H -1.0291 -1.2156 -3.9825
H -0.0057 1.2253 -3.5055
H -1.8211 -3.5055 -2.2514
H -2.7315 -2.6090 -0.9937
H -1.2643 -3.0191 -0.6263
H 0.0328 2.9550 -1.5269
H 1.1550 1.8052 -0.5694
H -0.3582 2.3777 0.2050
H 3.5139 0.7516 2.8010
H 2.1749 1.9538 2.2233
H 2.1520 1.2910 3.7923
H -1.1651 1.0776 1.5545
H 0.2904 -0.1955 1.7029
H -1.4550 -0.2934 2.2862
H 1.9427 -0.8961 2.7991
H 1.9803 -0.3117 1.2603
```

***

(3)
The following is a DFT calculation (ωB97M-V with the def2-TZVPD basis set) of the ion C9H16NO with charge +1.

Calculated values
**<S²>**: 2.01
**Charge**: +1
**Relative energy (zero: lowest compared OMol25 entry of this formula, charge and spin)**: 0.922 eV
**2S+1**: 3

```
27
C9H16NO | the Open Molecules 2025 dataset | ωB97M-V with the def2-TZVPD basis set
C -0.9539 -1.6383 -1.6655
C -1.7336 -1.2491 -0.6765
C 0.4895 -1.2085 -1.8977
C 1.4694 -0.2731 0.4935
C -1.2694 -0.4364 0.5012
C 1.0075 -0.1773 -0.9362
C 0.1853 0.4525 0.1486
C -1.2522 -1.3186 1.6916
C -0.2957 2.4667 1.2191
N 1.8149 0.8520 -1.5442
O 0.0069 1.8069 0.0203
H -1.3862 -2.1433 -2.4503
H -2.7156 -1.8320 -0.5772
H 1.2136 -2.0004 -1.8331
H 0.4136 -0.9136 -2.9694
H 1.3404 -1.1492 0.9931
H 2.3653 0.1927 1.0132
H -2.0867 0.3181 0.7659
H -2.1938 -1.9283 1.6526
H -1.2211 -0.7392 2.5539
H -0.3507 -1.9102 1.4836
H -0.6939 3.4608 1.0015
H 0.7082 2.5562 1.8341
H -1.0826 1.9176 1.6860
H 1.6841 1.0723 -2.5452
H 2.9437 0.6174 -1.4902
H 1.8218 1.6680 -0.9658
```

***

(4)
The following is a DFT calculation (ωB97M-V with the def2-TZVPD basis set) of an isolated molecule of C9H16O.

Calculated values
**Relative energy (zero: lowest compared OMol25 entry of this formula, charge and spin)**: 2.895 eV

```
26
C9H16O | the Open Molecules 2025 dataset | ωB97M-V with the def2-TZVPD basis set
C 1.2725 1.5258 1.5834
C -0.0022 0.9401 1.4370
C 2.3120 0.7121 1.5409
C -0.4960 0.1284 0.5300
C 1.0893 0.7046 -1.3681
C -1.2108 -0.2322 -1.9134
C 0.5414 -1.6307 -0.8848
C -2.5943 -0.1698 1.7048
C -0.0119 -0.2119 -0.9341
O -1.6957 -0.4960 0.6442
H 1.5155 2.5993 1.7516
H -0.6532 1.1455 2.2562
H 3.2876 0.8998 1.7314
H 2.1338 -0.3007 1.4464
H 1.8807 0.4113 -0.7830
H 0.9139 1.7708 -1.3338
H 1.3077 0.6646 -2.4139
H -1.9165 -0.8398 -1.4933
H -1.3902 0.8510 -1.8857
H -1.0177 -0.3263 -2.9562
H 1.4415 -1.9133 -0.2899
H 0.7894 -2.0664 -1.8922
H -0.4003 -2.0958 -0.4941
H -3.6328 -0.3134 1.3339
H -2.4976 0.9242 1.7843
H -2.3507 -0.6454 2.6220
```

***

(5)
The following is a DFT calculation (ωB97M-V with the def2-TZVPD basis set) of an isolated molecule of C9H16O3.

Calculated values
**Relative energy (zero: lowest compared OMol25 entry of this formula, charge and spin)**: 0.619 eV

```
28
C9H16O3 | the Open Molecules 2025 dataset | ωB97M-V with the def2-TZVPD basis set
C 3.2578 -1.1053 0.1162
C 3.1222 0.4141 0.3238
O 2.2812 0.6825 1.4363
C 1.0031 1.1705 1.1045
C 0.2269 0.3925 0.0337
C -1.2652 0.5843 0.3108
C -1.7841 -0.4727 1.3015
O -2.8162 -1.2213 0.6669
C -3.3376 -0.4804 -0.3304
O -4.4154 -0.5696 -0.7210
C -2.2443 0.4282 -0.8599
C -1.6239 -0.4052 -2.0260
H 2.4199 -1.5733 0.6062
H 3.3451 -1.3972 -0.9222
H 4.1307 -1.4581 0.6452
H 2.8194 0.9420 -0.5748
H 4.1075 0.7835 0.5792
H 0.4247 1.1091 2.0194
H 1.0147 2.2270 0.8281
H 0.4800 -0.6556 -0.0036
H 0.4148 0.8241 -0.9399
H -1.3856 1.5718 0.7468
H -2.1020 -0.1444 2.2857
H -0.9740 -1.1725 1.5078
H -2.5792 1.3487 -1.3085
H -1.1961 -1.3061 -1.6068
H -2.4348 -0.7069 -2.6750
H -0.8897 0.1903 -2.5440
```

***

(6)
The following is a DFT calculation (ωB97M-V with the def2-TZVPD basis set) of a structure of composition C9H17B2F2N7ReS3.

Calculated values
**<S²>**: 0.76
**Charge**: +2
**Relative energy (zero: lowest compared OMol25 entry of this formula, charge and spin)**: 0.000 eV
**2S+1**: 2

```
41
C9H17B2F2N7ReS3 | the Open Molecules 2025 dataset | ωB97M-V with the def2-TZVPD basis set
Re -0.8213 -0.1003 -0.8514
C -1.3458 2.9793 1.9950
N -0.0207 2.3503 1.9533
C 1.1618 3.0167 2.1859
C 2.1448 2.0864 2.1199
N 1.5685 0.8648 1.8547
B 2.4506 -0.4608 2.0046
N 2.1845 -1.6248 0.9400
C 2.5760 -2.9024 1.2850
C 2.6143 -3.6553 0.1625
N 2.2394 -2.8330 -0.8742
C 2.1377 -3.2551 -2.2804
C 1.9772 -1.6173 -0.3723
S 1.4156 -0.2312 -1.2953
C 0.2626 1.0495 1.7574
S -0.9187 -0.2076 1.4210
H -1.2993 3.9321 1.4748
H -1.6436 3.1433 3.0275
H -2.0730 2.3326 1.5157
H 1.1992 4.0762 2.3853
H 3.2108 2.1909 2.2383
H 3.5908 -0.0943 1.8629
H 2.2472 -0.9316 3.0989
H 2.8132 -3.1594 2.3046
H 2.8767 -4.6900 0.0118
H 1.6533 -4.2258 -2.3249
H 3.1312 -3.3178 -2.7145
H 1.5479 -2.5340 -2.8380
N -3.0837 -0.0344 -1.1014
N -3.6221 1.2065 -1.4891
C -2.8408 2.0814 -2.1153
N -3.3682 3.1870 -2.5891
S -1.1462 1.7843 -2.2873
H -3.2708 -0.7264 -1.8264
H -3.5523 -0.3452 -0.2545
H -4.6289 1.2984 -1.4909
H -4.3597 3.3805 -2.5627
H -2.7846 3.8397 -3.0923
F -2.4274 -2.5343 -1.6450
B -1.2845 -2.1716 -1.0188
F -0.5118 -3.1474 -0.5754
```

***

(7)
The following is a DFT calculation (ωB97M-V with the def2-TZVPD basis set) of a cluster of 5 separate species, C9H17Cl11 in total.

Calculated values
**Relative energy (zero: lowest compared OMol25 entry of this formula, charge and spin)**: 0.000 eV

```
37
C9H17Cl11 | the Open Molecules 2025 dataset | ωB97M-V with the def2-TZVPD basis set
Cl -1.1772 3.6565 6.4366
C -0.0516 2.5263 5.5913
C 1.3972 2.8822 5.7842
Cl 1.7743 4.3865 4.9338
H -0.3609 2.6661 4.5578
H -0.4486 1.5624 5.8963
H 2.0791 2.1063 5.4435
H 1.5844 2.9921 6.8538
Cl 1.8720 -1.1355 0.1938
C 3.0773 -0.6021 -0.9850
C 3.4150 -1.6939 -1.9902
Cl 1.9960 -2.1809 -2.9640
H 3.9452 -0.2694 -0.4211
H 2.7068 0.2557 -1.5444
H 3.8362 -2.5887 -1.5511
H 4.0613 -1.2181 -2.7253
Cl -3.2169 -3.1688 -1.6599
C -1.4954 -3.0007 -1.2942
C -0.8856 -4.2660 -0.7196
Cl -1.4957 -4.5623 0.9254
H -1.3166 -2.1759 -0.6110
H -0.9651 -2.7948 -2.2245
H 0.2020 -4.2753 -0.6744
H -1.1209 -5.1059 -1.3775
Cl -3.2209 1.6292 -6.0111
C -1.9420 0.9984 -4.9322
C -2.0720 1.6082 -3.5383
Cl -1.6069 3.3098 -3.5120
H -0.9553 1.1375 -5.3506
H -2.2469 -0.0376 -4.7898
H -1.3958 1.1220 -2.8351
H -3.0800 1.5060 -3.1447
C -0.5187 0.8319 1.6817
Cl -1.7941 1.2369 2.8384
Cl 0.6812 2.1378 1.6318
Cl -1.2313 0.6028 0.0895
H -0.0295 -0.0785 1.9982
```

***

(8)
The following is a DFT calculation (ωB97M-V with the def2-TZVPD basis set) of a cluster of 8 separate species, C9H17Cl14F5O4PS in total.

Calculated values
**Charge**: +1
**Electronic energy**: -8335.4074 a.u.

```
51
C9H17Cl14F5O4PS | the Open Molecules 2025 dataset | ωB97M-V with the def2-TZVPD basis set
O -3.5205 -0.7116 1.0623
P -2.8978 0.5835 0.9810
O -3.3985 1.5394 -0.1601
O -2.7808 1.4146 2.3043
S -0.8536 0.2932 0.1474
O -0.9543 -1.1707 -0.4413
C 0.3761 0.1322 1.5602
F 0.6333 1.3566 1.9555
F 1.4266 -0.4031 0.9832
C -0.0497 -0.7745 2.7501
F -0.9458 -0.1499 3.5206
F -0.5631 -1.9133 2.2599
F 1.0400 -1.0475 3.4760
H -3.7980 2.3654 0.1425
H -2.1821 2.1759 2.3087
H -0.4594 -1.2077 -1.3019
C -3.1740 -2.9628 3.8985
Cl -4.6466 -3.7674 3.3573
Cl -2.3869 -3.8153 5.2340
H -2.4835 -2.9229 3.0688
H -3.4332 -1.9662 4.2379
C -5.5310 -3.9227 7.7193
Cl -4.9359 -3.8756 9.3815
Cl -6.9921 -2.9500 7.5000
H -4.7600 -3.5283 7.0697
H -5.7605 -4.9501 7.4637
C -2.0544 -3.0414 -3.6633
Cl -0.5200 -2.2305 -3.1976
Cl -2.5196 -2.6207 -5.2947
H -1.8778 -4.1076 -3.5954
H -2.8237 -2.7208 -2.9714
C 2.4095 2.8099 -1.5499
Cl 2.9740 3.6301 -0.1018
Cl 0.6878 2.3266 -1.3783
H 2.5031 3.4714 -2.3993
H 2.9883 1.9071 -1.6982
C 5.0302 2.4046 -4.5669
Cl 4.4404 3.8176 -3.6838
Cl 4.1732 0.9353 -4.0609
H 4.8507 2.5589 -5.6242
H 6.0874 2.2884 -4.3630
C 4.2798 -2.4910 -0.0459
Cl 5.7854 -1.7419 0.4753
Cl 3.8487 -2.0421 -1.7082
H 4.3914 -3.5677 -0.0077
H 3.4863 -2.1604 0.6131
C 2.8741 6.6509 -6.3681
Cl 4.0844 6.9347 -5.1146
Cl 3.0514 5.0578 -7.1237
H 1.8915 6.7027 -5.9157
H 2.9893 7.4069 -7.1349
```